(1)
The following is a DFT calculation (ωB97M-V/def2-TZVPD) of 20 unconnected molecules or ions with the total composition C28H56Cl38NO3.

## Properties
E_HOMO = -12.0 eV
charge = +1
ΔE to the lowest compared entry with this formula, charge and spin = 0.0 kJ/mol

Positions of all 126 atoms, in Å:
1 C 4.058 2.473 2.068
2 C 3.795 1.017 1.860
3 O 3.805 0.280 2.757
4 O 3.526 0.665 0.603
5 C 2.900 -0.629 0.505
6 C 1.564 -0.767 1.191
7 C 0.397 0.041 0.608
8 C 0.565 1.559 0.637
9 C 0.836 2.070 -0.778
10 O 0.516 3.440 -0.981
11 C 0.551 4.230 0.182
12 C -0.318 3.686 1.320
13 N -0.706 2.276 1.031
14 H 4.963 2.803 1.577
15 H 3.227 3.077 1.742
16 H 4.156 2.644 3.120
17 H 2.885 -0.908 -0.536
18 H 3.562 -1.335 0.985
19 H 1.678 -0.636 2.252
20 H 1.290 -1.806 1.066
21 H -0.472 -0.192 1.221
22 H 0.152 -0.328 -0.377
23 H 1.313 1.875 1.342
24 H 0.169 1.516 -1.427
25 H 1.852 1.807 -1.053
26 H 1.573 4.413 0.498
27 H 0.155 5.195 -0.092
28 H -1.181 4.285 1.553
29 H 0.294 3.660 2.215
30 H -1.360 2.213 0.236
31 H -1.141 1.873 1.858
32 C -0.010 -5.155 0.716
33 Cl 1.641 -4.890 0.142
34 Cl -0.987 -3.683 0.577
35 H -0.470 -5.932 0.117
36 H 0.027 -5.455 1.757
37 C -4.667 3.165 0.465
38 Cl -3.520 2.864 -0.853
39 Cl -3.965 4.194 1.721
40 H -5.540 3.658 0.054
41 H -4.949 2.216 0.898
42 C 1.960 6.663 -3.077
43 Cl 1.355 8.075 -2.200
44 Cl 3.650 6.862 -3.555
45 H 1.875 5.792 -2.439
46 H 1.377 6.525 -3.976
47 C 1.455 3.511 -5.505
48 Cl 3.009 3.679 -6.320
49 Cl 0.475 4.979 -5.617
50 H 0.904 2.697 -5.961
51 H 1.632 3.299 -4.455
52 C -2.315 -3.081 -3.251
53 Cl -2.481 -4.743 -2.685
54 Cl -0.826 -2.330 -2.650
55 H -2.291 -3.081 -4.334
56 H -3.160 -2.504 -2.892
57 C -0.773 -3.756 4.159
58 Cl -0.482 -5.474 4.434
59 Cl 0.739 -2.873 3.893
60 H -1.397 -3.642 3.280
61 H -1.270 -3.342 5.028
62 C 6.987 4.562 -0.065
63 Cl 7.986 3.313 0.686
64 Cl 6.053 5.455 1.146
65 H 7.629 5.259 -0.590
66 H 6.301 4.091 -0.754
67 C 2.308 5.808 4.187
68 Cl 3.641 5.532 3.058
69 Cl 2.015 4.386 5.196
70 H 2.560 6.648 4.825
71 H 1.410 6.025 3.621
72 C -4.690 -1.810 0.927
73 Cl -3.052 -1.548 0.307
74 Cl -5.647 -0.331 0.834
75 H -5.167 -2.589 0.333
76 H -4.624 -2.115 1.965
77 C 1.377 0.570 -8.647
78 Cl 0.604 0.598 -7.055
79 Cl 1.463 2.188 -9.346
80 H 2.381 0.179 -8.538
81 H 0.796 -0.067 -9.303
82 C 2.423 8.714 -6.662
83 Cl 3.929 8.975 -7.546
84 Cl 1.375 10.137 -6.713
85 H 1.897 7.878 -7.109
86 H 2.664 8.499 -5.629
87 C -3.165 4.526 -6.077
88 Cl -2.729 4.324 -4.373
89 Cl -2.514 3.218 -7.070
90 H -4.244 4.527 -6.162
91 H -2.759 5.467 -6.429
92 C 3.478 -4.144 5.805
93 Cl 3.706 -4.392 7.540
94 Cl 4.224 -5.436 4.857
95 H 2.417 -4.128 5.592
96 H 3.930 -3.200 5.524
97 C -7.667 -4.679 -0.364
98 Cl -8.325 -3.309 0.532
99 Cl -5.911 -4.536 -0.570
100 H -7.885 -5.588 0.186
101 H -8.130 -4.712 -1.344
102 C 0.469 -3.173 -6.009
103 Cl -0.132 -4.822 -5.808
104 Cl 0.666 -2.742 -7.712
105 H -0.241 -2.489 -5.560
106 H 1.430 -3.089 -5.516
107 C 6.090 5.129 5.652
108 Cl 5.512 6.708 6.211
109 Cl 7.852 5.040 5.658
110 H 5.699 4.364 6.314
111 H 5.738 4.968 4.642
112 C -10.675 -6.039 2.634
113 Cl -9.934 -6.460 1.079
114 Cl -11.269 -4.378 2.652
115 H -11.508 -6.709 2.809
116 H -9.931 -6.153 3.413
117 C -2.782 -9.029 5.034
118 Cl -1.128 -8.783 4.453
119 Cl -3.759 -7.566 4.867
120 H -3.239 -9.822 4.453
121 H -2.744 -9.306 6.081
122 C 0.294 -12.394 4.653
123 Cl -0.550 -13.253 5.948
124 Cl 0.539 -13.424 3.238
125 H -0.302 -11.538 4.361
126 H 1.259 -12.069 5.020



(2)
The following is a DFT calculation (ωB97M-V/def2-TZVPD) of a molecular structure, C28H56Li2N5O8P.

## Properties
<S²> = 1.8009
E_HOMO (alpha / beta) = -1.6 / -1.9 eV
charge = -1
2S+1 = 2

Positions of all 100 atoms, in Å:
1 C 7.137 -0.198 -0.865
2 O 5.882 -0.394 -0.074
3 C 5.391 0.991 0.124
4 C 3.725 1.041 0.202
5 C 3.282 2.445 -0.517
6 C 1.705 2.545 -0.949
7 C 1.649 3.694 -2.165
8 C 0.838 3.204 0.293
9 N 1.108 1.296 -1.545
10 O 1.499 1.252 -2.830
11 C 1.533 0.024 -0.857
12 C 1.030 -1.218 -1.860
13 C 0.808 -0.268 0.589
14 C 3.181 -0.176 -0.752
15 H 7.858 -1.119 -0.800
16 H 7.734 0.753 -0.500
17 H 6.799 -0.039 -1.988
18 H 5.745 1.608 -0.809
19 H 5.808 1.503 1.095
20 H 3.436 0.951 1.332
21 H 3.961 2.679 -1.469
22 H 3.503 3.341 0.237
23 H 1.757 4.731 -1.593
24 H 2.572 3.631 -2.890
25 H 0.610 3.703 -2.711
26 H 0.048 3.938 -0.218
27 H 1.497 3.917 0.986
28 H 0.207 2.434 0.906
29 H 1.068 -2.269 -1.298
30 H 1.794 -1.339 -2.768
31 H -0.069 -1.078 -2.237
32 H 1.530 -0.091 1.519
33 H 0.535 -1.428 0.641
34 H -0.207 0.300 0.754
35 H 3.437 -1.256 -0.378
36 H 3.589 0.007 -1.858
37 O 5.444 -1.055 2.758
38 H 5.742 -1.451 1.960
39 N -2.072 -1.254 2.112
40 C -3.191 -1.074 1.377
41 C -4.361 -1.793 1.566
42 C -4.386 -2.758 2.567
43 C -3.248 -2.967 3.340
44 C -2.127 -2.196 3.078
45 H -3.121 -0.312 0.607
46 H -5.231 -1.605 0.948
47 H -5.284 -3.342 2.744
48 H -3.235 -3.712 4.128
49 H -1.216 -2.320 3.656
50 N -2.784 -3.458 6.585
51 H -2.809 -3.261 7.592
52 H -3.155 -2.652 6.069
53 H -1.815 -3.634 6.295
54 H -3.357 -4.286 6.384
55 C -2.084 7.035 -0.349
56 C -0.652 7.213 -0.825
57 N 0.537 7.361 -1.220
58 H -2.281 7.701 0.496
59 H -2.779 7.273 -1.159
60 H -2.246 6.001 -0.032
61 N -0.937 -6.107 1.338
62 C -0.149 -7.076 1.902
63 C 0.341 -6.586 3.092
64 C -0.175 -5.278 3.254
65 C -0.963 -5.009 2.157
66 H -1.424 -6.190 0.455
67 H -0.004 -8.028 1.410
68 H 0.997 -7.115 3.772
69 H 0.009 -4.605 4.081
70 H -1.537 -4.132 1.890
71 O 8.654 -2.013 -3.625
72 P 9.816 -1.084 -3.236
73 O 10.373 -1.505 -1.866
74 O 9.309 0.365 -3.161
75 O 10.928 -1.183 -4.294
76 Li 5.616 2.756 -1.716
77 Li 0.516 -2.660 2.697
78 O 8.280 -4.763 -2.275
79 H 8.373 -4.040 -2.914
80 H 7.395 -4.634 -1.903
81 C -3.939 2.084 -1.712
82 C -5.111 1.234 -1.247
83 C -6.150 0.983 -2.342
84 C -6.848 2.235 -2.886
85 C -7.576 3.086 -1.842
86 C -8.715 2.351 -1.154
87 H -4.260 3.085 -2.011
88 H -3.212 2.197 -0.901
89 H -3.430 1.616 -2.560
90 H -5.580 1.699 -0.374
91 H -4.724 0.265 -0.908
92 H -6.903 0.285 -1.958
93 H -5.664 0.467 -3.180
94 H -7.568 1.923 -3.653
95 H -6.114 2.865 -3.402
96 H -7.986 3.972 -2.343
97 H -6.871 3.458 -1.091
98 H -9.454 2.005 -1.883
99 H -9.222 3.019 -0.450
100 H -8.356 1.487 -0.589



Number 1: E -18867.960739 a.u.. Number 2: E -2331.982551 a.u..